No. 1
Density functional theory data (wB97M-V/def2-TZVPD) for C3H5NO3 in the gas phase in a non-equilibrium geometry.

Computed properties:
LUMO energy: 0.33 eV
HOMO-LUMO gap: 10.421 eV
Electronic energy: -10822.8982 eV
Maximum force: 6.23 eV Å⁻¹
SMILES string: O=CNCC(=O)O
Energy relative to the best compared isomer or geometry (same formula, charge and spin): 64.3 kcal/mol

Geometry as XYZ:
```
12
Properties=species:S:1:pos:R:3:lowdin_charge:R:1
C 0.51333 1.94402 -0.55901 -0.244
N 0.34796 1.05387 0.54895 -0.011
C -0.64109 -0.04935 0.59546 -0.074
C 0.07163 -1.38522 0.22895 -0.412
O -0.39004 -1.97568 -0.94195 0.096
O 0.97526 -1.97151 0.81111 0.105
O 1.55098 2.02558 -1.33840 -0.037
H -0.53439 2.11573 -1.02393 0.139
H 1.24113 1.12809 1.00651 0.125
H -1.40276 0.05712 -0.17769 0.117
H -1.07524 -0.12573 1.63895 0.144
H -0.65677 -2.81693 -0.78894 0.052
```

---

No. 2
Density functional theory data (wB97M-V/def2-TZVPD) for C4H8O in the gas phase in a non-equilibrium geometry.

Computed properties:
LUMO energy: 0.90 eV
HOMO-LUMO gap: 10.382 eV
Electronic energy: -6324.0918 eV
Maximum force: 3.43 eV Å⁻¹
SMILES string: CCC(C)=O
Energy relative to the best compared isomer or geometry (same formula, charge and spin): 24.8 kcal/mol

Geometry as XYZ:
```
13
Properties=species:S:1:pos:R:3:lowdin_charge:R:1
C -1.90264 0.23592 -0.20542 -0.152
C -0.75893 -0.74337 0.28097 -0.212
C 0.66103 -0.17742 0.08420 -0.470
C 0.90085 1.35641 0.07013 -0.028
H -1.97917 1.04626 0.66007 0.096
H -2.82665 -0.44420 -0.22428 0.072
H -1.74145 0.77488 -1.30532 0.119
H -0.75482 -1.70227 -0.35164 0.124
H -0.96177 -1.02743 1.39696 0.141
H 2.01189 1.54576 -0.01124 0.096
H 0.18672 1.75264 -0.76757 0.100
H 0.53074 1.82971 0.97180 0.061
O 1.51659 -0.97558 -0.21850 0.053
```

---

No. 3
Density functional theory data (wB97M-V/def2-TZVPD) for a gas-phase ion, C2H2N5 (charge +1) in a non-equilibrium geometry.

Computed properties:
LUMO energy (alpha / beta): -7.15 / -7.15 eV
HOMO-LUMO gap (alpha / beta): 7.347 / 7.348 eV
Electronic energy: -9543.1555 eV
Charge: +1
Maximum force: 6.17 eV Å⁻¹
Energy relative to the best compared isomer or geometry (same formula, charge and spin): 89.0 kcal/mol

Geometry as XYZ:
```
9
Properties=species:S:1:pos:R:3:lowdin_charge:R:1
C -0.87343 -0.68935 -0.74751 -0.055
C 0.24824 1.05819 0.07320 -0.098
N 1.30925 2.85494 1.11957 0.399
N -0.74364 0.59474 -0.59261 0.155
N 0.79525 -0.88259 0.85586 0.249
N 0.69659 2.10009 0.59935 0.056
N 0.06287 -1.41358 0.02415 -0.050
H -1.63592 -1.13033 -1.23725 0.106
H 0.14078 -2.49210 -0.09477 0.237
```

---

No. 4
Density functional theory data (wB97M-V/def2-TZVPD) for a molecular structure, C11H14F6HoN2O7S3 in a non-equilibrium geometry.

Computed properties:
LUMO energy (alpha / beta): -0.12 / -0.12 eV
HOMO-LUMO gap (alpha / beta): 2.713 / 7.922 eV
Electronic energy: -103552.5791 eV
Multiplicity: 6
Maximum force: 4.17 eV Å⁻¹
Energy relative to the best compared isomer or geometry (same formula, charge and spin): 14.5 kcal/mol

Geometry as XYZ:
```
44
Properties=species:S:1:pos:R:3:lowdin_charge:R:1
Ho -0.40427 0.00633 -0.19418 1.232
F -2.57353 3.74909 1.60257 0.167
C -2.51998 2.85384 2.56898 -0.704
F -1.85117 3.31927 3.60830 0.162
F -3.73914 2.48622 2.93032 0.166
S -1.61221 1.40260 1.89032 0.600
O -2.30201 0.98159 0.66062 -0.459
O -0.23794 1.77105 1.64136 -0.339
N -1.80808 0.32221 3.04496 -0.277
S -1.14833 -1.07379 2.76413 0.626
O -0.02104 -0.94989 1.81229 -0.439
O -0.98114 -1.86546 3.92520 -0.231
C -2.38194 -2.03404 1.75508 -0.645
F -2.39140 -1.62388 0.44712 0.050
F -2.04153 -3.30981 1.76104 0.163
F -3.59582 -1.87547 2.23615 0.176
C 1.06421 -3.23017 0.03571 -0.052
O 0.01789 -2.49021 -0.60383 -0.291
C -0.29333 -3.01772 -1.88852 -0.180
C -1.31462 -2.11131 -2.52114 -0.179
O -0.86883 -0.75679 -2.47574 -0.332
C 0.09671 -0.45564 -3.51247 -0.072
H 0.73390 -4.25738 0.20139 0.102
H 1.27957 -2.75131 0.98339 0.083
H 1.95802 -3.21501 -0.58978 0.100
H -0.69731 -4.03067 -1.79264 0.142
H 0.62256 -3.06877 -2.48344 0.128
H -2.26155 -2.14999 -1.98396 0.126
H -1.49287 -2.42127 -3.55264 0.135
H -0.36744 -0.67549 -4.47452 0.099
H 0.99948 -1.04769 -3.36710 0.091
H 0.32955 0.59804 -3.40999 0.028
O 1.60194 0.09875 -0.69420 -0.319
N 2.03202 1.39163 -0.34512 -0.146
C 3.22863 1.48043 0.38845 0.006
C 3.73913 2.70894 0.66304 -0.077
C 3.10162 3.88706 0.23516 -0.011
C 1.86638 3.74641 -0.48608 -0.088
C 1.33566 2.53873 -0.78349 -0.631
S -0.23571 2.30449 -1.57405 0.638
H 3.66129 0.53815 0.67898 0.133
H 4.66058 2.74975 1.23155 0.107
H 3.51041 4.85994 0.45937 0.104
H 1.30168 4.61723 -0.79257 0.108
```

---

No. 5
Density functional theory data (wB97M-V/def2-TZVPD) for 16 unconnected molecules or ions with the total composition C31H29Cl60NO6PS in a non-equilibrium geometry.

Computed properties:
LUMO energy: -5.02 eV
HOMO-LUMO gap: 6.208 eV
Electronic energy: -817837.8765 eV
Charge: +1
Maximum force: 6.18 eV Å⁻¹

Geometry as XYZ:
```
129
Properties=species:S:1:pos:R:3:lowdin_charge:R:1
C 7.90060 -5.95388 -1.29604 -0.106
C 8.08297 -4.32052 -1.37564 -0.280
O 6.82276 -3.56628 -1.09365 -0.243
C 6.92763 -2.38466 -1.97085 -0.193
C 6.02746 -1.09709 -1.50056 -0.169
O 4.59260 -1.38417 -1.31001 -0.193
C 3.84403 -0.16287 -1.70082 -0.166
C 2.45555 0.05688 -0.80252 -0.149
O 1.31836 -0.73759 -1.29988 -0.271
C 0.06614 -0.29772 -0.61395 -0.201
C -0.84381 -1.68207 -0.44967 -0.068
C -1.44495 -2.30099 -1.86591 0.061
C -2.36382 -3.68255 -1.71578 -0.030
C -3.00441 -4.27729 -3.10216 -0.143
C -4.18084 -3.32978 -3.77380 -0.341
C -3.50574 -2.13538 -4.68412 -0.110
C -5.23571 -2.70192 -2.67808 -0.099
C -2.61621 -4.35881 -0.24381 -0.088
P -3.67033 -5.92206 0.05465 0.736
O -5.15260 -5.45692 0.34514 -0.329
O -3.06947 -6.63240 1.56818 -0.212
O -3.50690 -7.16886 -1.14929 -0.192
N -2.00551 -3.69299 1.00567 -0.086
C -1.17672 -2.42361 0.97568 -0.404
S -0.53027 -1.67929 2.58835 0.669
H 8.19811 -6.38326 -0.23866 0.071
H 8.69888 -6.40585 -2.06008 0.087
H 6.85350 -6.30970 -1.68010 0.086
H 8.50143 -4.09540 -2.47083 0.124
H 8.92089 -3.98817 -0.60574 0.086
H 8.06514 -2.03041 -1.91598 0.138
H 6.72255 -2.71408 -3.08916 0.118
H 6.18169 -0.25764 -2.33404 0.076
H 6.47326 -0.65882 -0.50132 0.143
H 3.54649 -0.32243 -2.84182 0.074
H 4.46964 0.83651 -1.54098 0.143
H 2.64320 -0.03413 0.35526 0.138
H 2.15978 1.19876 -0.98567 0.142
H -0.51700 0.48852 -1.28246 0.078
H 0.26107 0.21744 0.41847 0.109
H -1.22819 -1.78401 -2.89669 0.057
H -2.10939 -4.32229 -3.89067 0.133
H -3.45162 -5.35575 -3.02522 0.112
H -4.80582 -4.04393 -4.49606 0.147
H -4.07950 -2.05153 -5.70555 0.100
H -2.39354 -2.41287 -4.94156 -0.007
H -3.52723 -1.10285 -4.13345 0.061
H -5.13858 -1.51416 -2.65579 0.048
H -5.10063 -3.13230 -1.58669 0.064
H -6.35231 -2.91997 -2.99279 0.092
H -2.05947 -6.52412 1.46595 0.089
H -3.00011 -7.96608 -0.81496 0.104
H -2.18637 -4.13684 1.94960 0.045
H -1.45878 -0.70431 3.03656 -0.139
C 0.94768 -0.87715 -5.12946 -1.938
Cl 0.01991 0.13540 -3.99432 0.580
Cl 1.77530 0.16467 -6.31450 0.523
Cl 2.15579 -1.82658 -4.22750 0.586
Cl -0.16026 -1.98201 -5.98164 0.566
C -3.85232 1.67538 -1.56001 -1.932
Cl -5.61652 1.43816 -1.63656 0.496
Cl -3.44788 2.66904 -0.13743 0.512
Cl -3.04532 0.09245 -1.42759 0.615
Cl -3.29953 2.50201 -3.03838 0.502
C 1.54766 1.47854 5.11500 -1.996
Cl 1.55148 1.44335 3.33363 0.487
Cl 3.21065 1.71870 5.70782 0.500
Cl 0.51650 2.81698 5.68045 0.524
Cl 0.91213 -0.06492 5.73814 0.517
C 6.64768 0.17416 -5.87196 -1.993
Cl 4.88348 -0.06307 -5.94852 0.473
Cl 7.05212 1.16782 -4.44938 0.531
Cl 7.45468 -1.40877 -5.73955 0.527
Cl 7.20047 1.00078 -7.35033 0.531
C -0.55234 5.91065 -0.00167 -1.979
Cl 0.17725 4.64492 1.01822 0.491
Cl 0.68050 6.56472 -1.10935 0.516
Cl -1.89074 5.21264 -0.94819 0.445
Cl -1.17625 7.22041 1.03260 0.516
C 7.84769 -4.00074 2.88821 -1.998
Cl 7.31090 -3.13733 4.35140 0.511
Cl 8.63831 -2.85320 1.77794 0.539
Cl 9.00281 -5.27881 3.34286 0.516
Cl 6.43873 -4.73354 2.08055 0.530
C -4.45233 8.92787 -0.57251 -2.007
Cl -5.12775 8.04486 0.81985 0.510
Cl -3.76748 7.76614 -1.73699 0.477
Cl -5.74295 9.86903 -1.36180 0.522
Cl -3.17106 10.03135 -0.01115 0.506
C -4.15232 -1.86203 4.28144 -1.917
Cl -3.43905 -0.24126 4.47867 0.556
Cl -3.30550 -2.72858 2.97505 0.604
Cl -3.98634 -2.77328 5.80346 0.516
Cl -5.87837 -1.70504 3.86844 0.535
C -5.65234 -1.03863 9.33992 -2.000
Cl -5.64852 -1.07382 7.55854 0.463
Cl -3.98935 -0.79846 9.93274 0.514
Cl -6.68350 0.29982 9.90537 0.520
Cl -6.28787 -2.58208 9.96305 0.521
C 4.51648 7.34837 0.54207 -2.007
Cl 4.52030 7.31318 -1.23931 0.512
Cl 6.17947 7.58854 1.13489 0.501
Cl 3.48532 8.68682 1.10752 0.515
Cl 3.88095 5.80492 1.16520 0.476
C -9.58350 1.55027 -2.61656 -1.990
Cl -10.51127 2.56282 -1.48142 0.527
Cl -8.75588 2.59209 -3.80160 0.517
Cl -8.37540 0.60085 -1.71459 0.440
Cl -10.69144 0.44541 -3.46873 0.526
C -3.39143 4.40656 -6.56675 -2.012
Cl -2.11662 3.26075 -6.08041 0.480
Cl -3.51815 5.70440 -5.35258 0.506
Cl -2.98257 5.11285 -8.15055 0.529
Cl -4.94842 3.54828 -6.68332 0.512
C -8.79141 -2.72502 0.81486 -2.000
Cl -8.82221 -3.71502 2.29591 0.520
Cl -10.04535 -1.46339 0.91767 0.514
Cl -7.19144 -1.95969 0.64513 0.474
Cl -9.10677 -3.76194 -0.59928 0.520
C 4.10859 6.53969 5.44342 -1.984
Cl 4.98380 6.62458 6.99305 0.512
Cl 2.74919 7.69130 5.46527 0.521
Cl 5.21708 6.95461 4.11168 0.485
Cl 3.48416 4.88830 5.20372 0.469
C 6.80854 3.63645 9.40392 -2.015
Cl 7.53813 2.37072 10.42381 0.517
Cl 8.04138 4.29052 8.29624 0.509
Cl 5.47014 2.93844 8.45740 0.482
Cl 6.18463 4.94621 10.43819 0.511
```